79
Properties=species:S:1:pos:R:3:mulliken_spin:R:1 method="wB97M-V/def2-TZVPD" s_squared=2.01 charge=-1 multiplicity=3 homo_ev="-4.26 / -4.26"
Cl 3.38 2.97 -3.78 0.000
Al 1.20 0.93 -2.38 0.002
O 2.48 0.66 1.57 0.574
O -3.49 -2.86 1.52 0.553
N -3.35 -2.91 0.24 0.358
N 3.14 1.30 2.47 0.362
C -5.14 -4.61 0.49 -0.005
C -4.57 -3.50 -0.39 0.030
C 1.29 2.34 3.82 0.020
C 3.65 1.25 -4.27 0.000
C -0.12 2.23 -3.23 0.000
C 4.04 -0.92 3.05 -0.011
C -4.20 -4.18 -1.74 0.017
C -1.72 -1.07 0.56 -0.025
C -5.68 -2.45 -0.57 0.025
C 3.48 0.39 3.60 0.029
C 2.67 0.25 -3.63 0.000
C -1.06 0.81 -5.08 0.000
C -2.88 -1.59 -0.29 0.023
C -2.31 -1.71 -1.71 0.035
C 2.25 0.11 4.46 0.020
C -1.23 1.52 -3.94 0.000
C 2.42 2.57 2.81 0.012
C 4.58 0.96 4.50 0.014
C -5.22 -1.08 -1.09 -0.022
C 3.44 3.62 3.34 0.016
C 1.80 3.19 1.56 -0.027
C -4.02 -0.58 -0.30 0.027
C 3.59 1.20 -5.80 0.000
C 1.60 1.39 4.98 -0.019
H 0.68 1.14 5.50 0.002
H -2.02 -0.83 1.58 0.002
H 4.28 1.86 5.04 0.001
H 2.81 1.87 -6.13 0.000
H 1.93 1.72 -1.17 0.000
H 4.90 -0.72 2.40 0.000
H 5.47 1.20 3.92 -0.010
H 4.44 3.21 3.47 -0.011
H 2.27 -0.41 -4.40 0.000
H -5.94 -5.11 -0.06 0.001
H -6.18 -2.29 0.39 0.003
H -4.83 -3.83 -2.56 0.001
H -3.17 -4.00 -2.02 -0.009
H 3.29 -0.39 -2.99 0.000
H 2.54 3.30 0.77 0.000
H 3.13 4.05 4.30 0.000
H 0.97 3.30 4.21 0.002
H 1.42 4.18 1.82 0.000
H -1.50 -2.43 -1.76 -0.019
H 2.53 -0.54 5.29 0.001
H -5.56 -4.23 1.42 0.001
H 4.38 -1.54 3.88 0.000
H -4.99 -1.13 -2.16 0.000
H -4.30 -5.26 -1.67 -0.003
H 0.36 2.98 -3.86 0.000
H 0.43 1.93 3.28 0.003
H -0.32 1.15 -5.79 0.000
H 2.25 1.88 5.72 0.000
H -3.66 0.36 -0.72 0.002
H 4.86 0.23 5.25 0.001
H -0.91 -1.79 0.60 -0.007
H 4.55 1.52 -6.22 0.000
H 1.51 -0.45 3.87 0.003
H -0.58 2.79 -2.40 0.000
H 4.66 1.00 -3.95 0.000
H -1.90 -0.75 -2.03 0.003
H 3.39 0.18 -6.14 0.000
H -6.44 -2.86 -1.24 0.003
H 3.56 4.44 2.63 0.000
H -6.05 -0.37 -0.99 0.003
H -3.05 -1.98 -2.46 0.002
H -4.38 -5.35 0.73 -0.004
H 0.98 2.59 1.17 0.011
H -4.33 -0.36 0.73 0.003
H -1.31 -0.16 0.11 0.001
H 3.30 -1.48 2.49 0.001
H -2.23 1.62 -3.51 0.000
H 0.37 -0.36 -1.86 0.000
H -1.61 -0.11 -5.23 0.000

=====

72
Properties=species:S:1:pos:R:3:mulliken_charge:R:1 method="wB97M-V/def2-TZVPD" smiles="CC[C@H](Cl)N(C(=O)OC[C@@H]1CO1)S(=O)(=O)C(F)(F)C(F)(F)C(F)(F)C(F)(F)F.c1ccncc1.c1ccncc1.c1ccncc1" homo_ev=-9.58
Cl 8.14 -2.87 1.58 -0.109
S 5.43 -2.21 0.34 1.010
F 4.08 -2.09 -1.99 -0.299
F 3.72 0.29 -0.75 -0.270
F 1.48 -1.52 -1.97 -0.298
F 3.07 -3.07 -0.36 -0.257
F 0.23 -0.11 0.95 -0.263
F 0.71 -2.24 0.77 -0.243
F -0.63 -1.29 -0.62 -0.220
F 1.37 0.51 -1.27 -0.312
F 2.93 -0.70 1.04 -0.292
O 6.31 -0.63 -1.82 -0.038
O 7.21 -2.37 -2.94 -0.565
O 5.74 -0.92 0.85 -0.518
O 7.66 2.42 -0.93 -0.470
O 5.12 -3.21 1.29 -0.648
N -5.67 3.18 1.85 -0.476
N -6.20 -1.28 -1.28 -0.553
N -10.64 3.85 0.53 -0.639
N 6.60 -2.74 -0.74 0.333
C 3.06 -0.77 -0.28 0.706
C -3.68 -0.46 -0.43 -0.256
C 6.74 -1.90 -1.92 0.094
C 0.48 -1.11 0.12 0.728
C -8.88 3.91 -1.11 -0.368
C -5.11 -1.99 -1.57 -0.414
C 7.71 1.06 -0.91 0.252
C -6.04 -0.17 -0.57 -0.281
C -6.57 2.68 4.44 -0.351
C 10.06 -4.32 -0.21 -1.280
C 1.61 -0.75 -0.89 0.435
C -9.80 4.52 -0.27 -0.167
C 6.63 1.82 -0.16 -0.365
C -8.83 2.52 -1.12 -0.306
C 8.63 -4.13 -0.76 -0.411
C -5.23 2.94 4.19 -0.401
C 8.00 -2.87 -0.18 0.079
C 7.28 0.37 -2.15 -0.812
C -4.84 3.18 2.88 -0.228
C -4.81 0.29 -0.12 -0.424
C -3.84 -1.63 -1.16 -0.298
C -10.57 2.52 0.50 -0.262
C -6.95 2.92 2.10 0.089
C -9.68 1.81 -0.30 -0.263
C -7.45 2.67 3.37 -0.554
C 3.86 -2.03 -0.67 0.539
H 10.58 -3.37 -0.17 0.343
H -6.94 0.39 -0.35 0.486
H -2.70 -0.15 -0.09 0.463
H 8.02 -4.99 -0.52 0.367
H -5.28 -2.89 -2.15 0.364
H -7.61 2.92 1.24 0.446
H -9.88 5.60 -0.22 0.373
H -4.51 2.96 5.00 0.381
H 10.07 -4.85 0.73 0.333
H 6.84 1.12 -2.79 0.370
H 8.74 -4.03 -1.83 0.289
H -11.26 2.00 1.16 0.392
H 6.87 1.59 0.85 0.297
H -8.23 4.50 -1.73 0.363
H 8.17 -0.06 -2.60 0.421
H 8.46 0.57 -0.32 0.430
H -6.92 2.49 5.44 0.373
H 10.59 -4.94 -0.93 0.400
H -2.98 -2.24 -1.42 0.383
H -9.67 0.73 -0.27 0.413
H -8.12 2.01 -1.76 0.439
H 5.75 1.50 -0.70 0.118
H -4.74 1.20 0.45 0.453
H -8.51 2.48 3.51 0.405
H -3.80 3.39 2.65 0.384
H 8.59 -2.04 -0.55 0.156

=====

| no. | E (eV) |
| --- | --- |
| 1 | -51873.70083 |
| 2 | -91392.30957 |